# 1
The following is a quantum chemistry calculation of 2 unconnected molecules or ions with the total composition C10H17N at a distorted geometry, from OMol25.

Each atom is followed by the atoms it is bonded to, with distances in Å.
Cartesian coordinates (Å):
1 C -1.1779 1.8269 2.7901  C2 1.355, H11 1.065, N28 1.262
2 C -1.1426 2.7650 3.7670  C1 1.355, C3 1.423, H12 1.221
3 C 0.0804 2.9505 4.4705  C2 1.423, C4 1.389, H13 1.169
4 C 1.0610 1.9709 4.3791  C3 1.389, C5 1.424, H14 1.202
5 C 0.8475 1.0346 3.3279  C4 1.424, H15 1.070, N28 1.326
6 C 1.1603 -0.7255 -4.4648  C7 1.464, H16 1.143, H17 1.104, H18 0.973
7 C -0.0393 -0.5201 -3.6507  C6 1.464, C8 1.645, H19 1.083, H20 1.036
8 C 0.2258 -1.6160 -2.4530  C7 1.645, C9 1.548, H21 1.160, H22 1.055
9 C -0.6667 -1.2381 -1.2459  C8 1.548, C10 1.527, H23 1.075, H24 1.159
10 C -0.5232 -2.2863 -0.1446  C9 1.527, H25 1.155, H26 1.087, H27 1.073
11 H -1.9832 1.6482 2.1171  C1 1.065
12 H -2.1545 3.4458 3.7046  C2 1.221
13 H 0.3369 3.9666 4.9876  C3 1.169
14 H 1.8825 1.6880 5.2096  C4 1.202
15 H 1.5409 0.2480 3.1170  C5 1.070
16 H 2.1584 -0.4750 -3.9667  C6 1.143
17 H 0.9634 -1.7442 -4.8408  C6 1.104
18 H 1.1599 -0.1998 -5.2841  C6 0.973
19 H -0.9664 -0.7991 -4.1366  C7 1.083
20 H -0.1262 0.3608 -3.1121  C7 1.036
21 H -0.0031 -2.6327 -2.9632  C8 1.160
22 H 1.2281 -1.4880 -2.1499  C8 1.055
23 H -1.5733 -1.4612 -1.7796  C9 1.075
24 H -0.8403 -0.1525 -0.8795  C9 1.159
25 H 0.4199 -2.1800 0.5142  C10 1.155
26 H -1.1717 -2.1312 0.7133  C10 1.087
27 H -0.4414 -3.2449 -0.6186  C10 1.073
28 N -0.2552 0.9895 2.5922  C1 1.262, C5 1.326

Calculated values
HOMO-LUMO gap ... 10.3 eV
Strongest force on any atom ... 5.73 eV Å⁻¹
Energy relative to the best compared isomer or geometry (same formula, charge and spin) ... 111.6 kcal per mole
Electronic energy ... -445.84939 Eh
SMILES ... c1ccncc1.CCCCC

---

# 2
The following is a quantum chemistry calculation of a gas-phase ion, C10H17N2O (charge +1) at a distorted geometry, from OMol25.

Each atom is followed by the atoms it is bonded to, with distances in Å.
Cartesian coordinates (Å):
1 C -0.9730 -1.2372 -0.9141  C2 1.449, C3 1.372, H14 1.161
2 C -0.8062 -0.1476 0.0260  C1 1.449, C6 1.629, N12 1.260
3 C -0.6816 -1.2038 -2.2545  C1 1.372, C7 1.507, N11 1.311
4 C 0.1150 1.7641 1.2621  C5 1.556, C6 1.552, H15 1.145, H16 1.169
5 C -1.3666 1.3983 1.5637  C4 1.556, C8 1.611, N12 1.422, H17 1.104
6 C 0.6091 0.5133 0.4875  C2 1.629, C4 1.552, C9 1.456, C10 1.486
7 C -0.5856 -2.4584 -3.0833  C3 1.507, H18 1.148, H19 1.158, H20 1.152
8 C -1.4886 0.6859 3.0032  C5 1.611, H21 1.144, H22 1.091, H23 1.128
9 C 1.3993 0.8809 -0.6788  C6 1.456, H24 1.141, H25 1.069, H26 1.035
10 C 1.3146 -0.5807 1.2050  C6 1.486, H27 1.216, H28 1.125, H29 1.111
11 N -0.3954 -0.0202 -2.7405  C3 1.311, O13 1.297
12 N -1.7590 0.3540 0.6811  C2 1.260, C5 1.422
13 O -0.3592 0.1392 -4.0270  N11 1.297, H30 1.011
14 H -1.2996 -2.2330 -0.4139  C1 1.161
15 H 0.0356 2.5857 0.4685  C4 1.145
16 H 0.8365 1.9354 2.1655  C4 1.169
17 H -2.0759 2.2326 1.4250  C5 1.104
18 H -0.8451 -2.3077 -4.1917  C7 1.148
19 H 0.5621 -2.5155 -2.9373  C7 1.158
20 H -1.2324 -3.2790 -2.5989  C7 1.152
21 H -2.5467 0.5193 3.4044  C8 1.144
22 H -0.9635 1.3394 3.7012  C8 1.091
23 H -0.7995 -0.1877 2.8188  C8 1.128
24 H 1.6179 0.0644 -1.4449  C9 1.141
25 H 2.4106 1.1414 -0.4510  C9 1.069
26 H 1.0010 1.6871 -1.1917  C9 1.035
27 H 1.9309 -1.3358 0.4789  C10 1.216
28 H 0.5138 -1.1617 1.7400  C10 1.125
29 H 2.1434 -0.2905 1.8857  C10 1.111
30 H -0.4380 1.1185 -4.2672  O13 1.011

Calculated values
Charge ... +1
HOMO-LUMO gap ... 6.5 eV
Strongest force on any atom ... 3.45 eV Å⁻¹
Energy relative to the best compared isomer or geometry (same formula, charge and spin) ... 145.5 kcal per mole
Electronic energy ... -575.53121 Eh